--- one ---
Entry from OMol25: C3H3N3OS as an isolated structure (ωB97M-V/def2-TZVPD).

Atoms and positions in Å:
C: 0.71 -0.06 -0.16
C: -0.57 -0.54 -0.25
C: -1.64 0.25 -0.06
H: 2.64 -0.24 0.18
H: 1.87 -1.86 0.68
H: -0.80 -1.57 -0.03
N: 1.81 -0.78 -0.09
N: -0.17 2.04 -0.06
N: 0.85 1.35 -0.15
O: -1.45 1.57 0.02
S: -3.24 -0.17 -0.07

The molar mass comes out at 129.1 Da. Its highest occupied orbital energy is -0.3110 hartree. The HOMO-LUMO gap comes out at 7.395 eV.

=====

--- two ---
Entry from OMol25: a 2-piece molecular cluster, C3H3N3OS overall (ωB97M-V/def2-TZVPD).

Atoms and positions in Å:
N: -0.83 0.68 -2.10
C: -0.29 0.07 -1.28
C: 0.32 -0.82 -0.33
O: -0.30 -1.46 0.68
N: 1.61 -1.01 -0.57
S: 2.63 -0.51 -1.76
H: -0.60 -0.68 1.23
H: 2.09 -1.63 0.11
C: -1.52 1.86 1.37
N: -1.21 0.77 1.59
H: -1.90 2.73 1.07

Its SMILES is N#C/C(O)=[NH+]\[S-].C#N. The molar mass comes out at 129.1 Da. Its highest occupied orbital energy (spin up / spin down) is -0.2959 / -0.2961 hartree. The HOMO-LUMO gap (spin up / spin down) comes out at 7.535 / 7.542 eV.

=====

--- three ---
Entry from OMol25: C3H3N3OS as an isolated structure (ωB97M-V/def2-TZVPD).

Atoms and positions in Å:
C: -0.46 -0.07 -0.41
C: -0.56 1.22 -0.66
C: 0.72 -0.36 0.35
H: -1.57 -2.07 0.74
H: -1.69 1.68 -0.76
H: 0.31 -2.19 0.57
N: 1.71 1.73 0.04
N: 1.82 0.62 0.49
N: 1.10 -1.51 0.86
O: 0.42 2.07 -0.42
S: -1.79 -1.12 -0.81

The molar mass comes out at 129.1 Da. Its highest occupied orbital energy is -0.3377 hartree. The HOMO-LUMO gap comes out at 8.180 eV.

=====

two is the most stable structure; the next one sits 0.0569 hartree above it.

=====

--- one ---
Entry from OMol25: a 2-piece molecular cluster, C3H13N2Si overall (ωB97M-V/def2-TZVPD).

Atoms and positions in Å:
C: 0.60 -0.74 -2.70
C: -0.65 2.16 1.24
C: -0.52 -0.25 1.82
N: 0.51 0.55 -1.88
N: -0.40 0.72 0.98
Si: -0.04 -2.13 1.69
H: -0.04 -1.49 -2.17
H: 0.28 -0.52 -3.67
H: 1.64 -1.20 -2.73
H: -1.39 2.76 0.73
H: -0.97 2.17 2.28
H: 0.31 2.67 1.38
H: -0.81 -0.03 2.86
H: 1.38 0.97 -2.31
H: 0.12 0.64 0.03
H: -0.25 1.11 -2.31
H: -0.11 -2.35 0.20
H: -1.00 -3.10 2.46
H: 1.34 -1.93 2.11

The molar mass comes out at 105.2 Da. Its net charge is +1. Its highest occupied orbital energy is -0.5233 hartree. The HOMO-LUMO gap comes out at 9.749 eV.

=====

--- two ---
Entry from OMol25: C3H13N2Si as an isolated structure (ωB97M-V/def2-TZVPD).

Atoms and positions in Å:
C: -1.83 1.58 0.14
C: -1.93 -1.82 -0.88
C: 1.41 -0.47 -0.22
N: 2.19 -1.06 0.70
N: 2.11 1.36 0.02
Si: -1.82 -0.29 0.28
H: -0.84 2.02 0.56
H: -1.82 1.87 -0.91
H: -2.61 2.05 0.66
H: -1.16 -2.45 -0.48
H: -2.87 -2.39 -0.67
H: -1.82 -1.78 -1.99
H: 1.75 -0.69 -1.24
H: 3.12 -1.44 0.63
H: 2.06 -0.98 1.71
H: 3.15 1.49 -0.13
H: 1.84 1.70 0.94
H: 1.62 2.04 -0.58
H: -2.55 -0.74 1.46

The molar mass comes out at 105.2 Da. Its net charge is +1. Its highest occupied orbital energy is -0.4386 hartree. The HOMO-LUMO gap comes out at 7.256 eV.

=====

one is the most stable structure; the next one sits 0.0549 hartree above it.

=====

--- one ---
Entry from OMol25: a 9-piece molecular cluster, H16NO11 overall (ωB97M-V/def2-TZVPD).

Atoms and positions in Å:
N: 24.44 28.97 -13.33
O: 24.12 28.90 -12.09
O: 23.61 29.44 -14.09
O: 25.14 28.03 -13.78
O: 25.06 29.16 -9.43
H: 24.78 29.29 -10.30
H: 25.75 28.47 -9.55
O: 23.62 26.49 -16.12
H: 23.20 25.97 -15.44
H: 24.33 27.00 -15.68
O: 22.84 26.96 -10.50
H: 23.36 27.49 -11.11
H: 21.96 27.26 -10.60
O: 21.94 30.56 -11.01
H: 21.82 30.12 -10.14
H: 22.70 30.15 -11.45
O: 27.27 26.75 -12.64
H: 26.68 27.32 -13.15
H: 27.43 25.95 -13.14
O: 23.76 25.79 -13.11
H: 24.33 26.55 -13.27
H: 22.86 26.16 -13.01
O: 21.21 29.77 -15.18
H: 21.53 29.31 -15.97
H: 21.94 29.86 -14.58
O: 21.62 27.47 -13.15
H: 21.36 26.90 -13.86
H: 22.04 28.18 -13.55

The molar mass comes out at 206.1 Da. Its net charge is -1. Its highest occupied orbital energy is -0.2685 hartree. The HOMO-LUMO gap comes out at 9.862 eV.

=====

--- two ---
Entry from OMol25: a 9-piece molecular cluster, H16NO11 overall (ωB97M-V/def2-TZVPD).

Atoms and positions in Å:
N: -0.59 -0.09 -0.12
O: -1.26 0.91 -0.52
O: 0.64 -0.01 0.02
O: -1.22 -1.08 0.35
O: -1.33 3.70 -1.11
H: -1.80 3.77 -0.28
H: -1.24 2.74 -1.26
O: 3.64 -0.81 -1.30
H: 3.53 -0.53 -0.38
H: 3.89 -1.74 -1.25
O: 2.42 2.10 1.16
H: 1.68 1.49 1.30
H: 2.34 2.75 1.86
O: -1.22 -0.69 3.23
H: -1.45 -1.41 3.82
H: -1.39 -1.03 2.34
O: 2.12 2.01 -2.05
H: 2.26 2.92 -1.76
H: 1.74 1.57 -1.27
O: 1.47 -2.82 0.26
H: 1.20 -2.04 -0.24
H: 0.72 -3.00 0.84
O: -3.21 0.35 -2.55
H: -2.54 0.55 -1.85
H: -3.95 0.94 -2.35
O: -2.50 -3.68 0.94
H: -1.79 -4.11 1.41
H: -2.16 -2.78 0.75

The molar mass comes out at 206.1 Da. Its net charge is -1. Its highest occupied orbital energy is -0.2532 hartree. The HOMO-LUMO gap comes out at 9.805 eV.

=====

two is the most stable structure; the next one sits 0.0277 hartree above it.

=====

--- one ---
Entry from OMol25: an isolated molecule of C3H4ClN3O (ωB97M-V/def2-TZVPD).

Atoms and positions in Å:
H: -2.30 0.79 -0.71
N: -2.00 -0.17 -0.85
C: -0.80 -0.39 -0.51
O: -0.20 -1.61 -0.70
C: 1.04 -1.52 -0.16
Cl: 1.99 -2.95 -0.24
C: 1.29 -0.31 0.35
N: 0.14 0.41 0.09
N: -0.10 1.68 0.64
H: 2.17 0.09 0.85
H: -0.89 1.60 1.29
H: -0.34 2.38 -0.06

Its SMILES is [H]/N=c1/oc(Cl)cn1N. The molar mass comes out at 133.5 Da. Its highest occupied orbital energy is -0.2995 hartree. The HOMO-LUMO gap comes out at 8.772 eV.

=====

--- two ---
Entry from OMol25: C3H4ClN3O as an isolated structure (ωB97M-V/def2-TZVPD).

Atoms and positions in Å:
C: 0.24 0.29 -1.73
C: -0.03 1.11 1.80
C: -0.31 -0.74 0.54
H: -0.26 1.47 -2.23
H: 1.18 -0.23 -2.33
H: -0.78 -0.29 -1.91
H: -0.21 -2.68 -0.37
N: 0.43 0.26 -0.14
N: 0.51 1.41 0.60
N: -0.47 -2.11 0.61
O: -0.53 -0.12 1.78
Cl: 0.24 1.64 3.38

The molar mass comes out at 133.5 Da. Its highest occupied orbital energy is -0.3171 hartree. The HOMO-LUMO gap comes out at 9.105 eV.

=====

--- three ---
Entry from OMol25: an isolated molecule of C3H4ClN3O (ωB97M-V/def2-TZVPD).

Atoms and positions in Å:
H: 2.16 -1.72 -0.09
N: 1.10 -1.90 0.00
C: 0.26 -1.00 -0.28
O: -1.05 -1.38 -0.01
C: -1.69 -0.28 0.17
Cl: -3.56 -0.29 -0.06
C: -1.00 0.82 -0.04
N: 0.26 0.32 -0.32
N: 1.52 0.81 0.02
H: -1.29 1.93 -0.23
H: 1.62 1.84 -0.29
H: 1.67 0.87 1.13

Its SMILES is [H]/N=c1/oc(Cl)cn1N. The molar mass comes out at 133.5 Da. Its highest occupied orbital energy is -0.3110 hartree. The HOMO-LUMO gap comes out at 9.019 eV.

=====

one is the most stable structure; the next one sits 0.0605 hartree above it.

=====

--- one ---
Entry from OMol25: an isolated molecule of C3H5Cl2F (ωB97M-V/def2-TZVPD).

Atoms and positions in Å:
F: 0.32 -1.66 -0.33
C: 0.90 -0.80 0.38
Cl: 2.50 -0.28 -0.46
C: -0.01 0.38 0.48
C: -0.94 0.52 -0.64
Cl: -2.28 -0.64 -0.27
H: 1.45 -1.12 1.26
H: -0.69 0.42 1.34
H: 0.68 1.31 0.48
H: -0.48 0.37 -1.59
H: -1.44 1.50 -0.64

Its SMILES is F[C@@H](Cl)CCCl. The molar mass comes out at 131.0 Da. Its highest occupied orbital energy is -0.3979 hartree. The HOMO-LUMO gap comes out at 11.698 eV.

=====

--- two ---
Entry from OMol25: an isolated molecule of C3H5Cl2F (ωB97M-V/def2-TZVPD).

Atoms and positions in Å:
C: 0.87 -0.77 -1.34
C: 0.57 -0.46 0.11
Cl: 0.24 -2.03 0.91
C: -0.61 0.56 0.16
F: -1.45 0.33 -0.87
Cl: 0.04 2.23 0.12
H: 1.73 -1.48 -1.37
H: 1.26 0.20 -1.71
H: 0.04 -1.20 -1.96
H: 1.41 -0.12 0.72
H: -1.10 0.40 1.13

Its SMILES is C[C@H](Cl)[C@H](F)Cl. The molar mass comes out at 131.0 Da. Its highest occupied orbital energy is -0.4012 hartree. The HOMO-LUMO gap comes out at 11.775 eV.

=====

two is the most stable structure; the next one sits 0.0244 hartree above it.

=====

--- one ---
Entry from OMol25: an isolated molecule of CCl4OS (ωB97M-V/def2-TZVPD).

Atoms and positions in Å:
O: -0.76 0.90 -1.10
S: 0.19 0.70 -0.02
Cl: 0.46 2.76 0.55
Cl: 2.15 0.60 -0.88
C: -0.07 -1.00 0.45
Cl: 0.62 -1.57 1.95
Cl: -1.74 -1.40 0.31

Its SMILES is O=S(Cl)(Cl)=C(Cl)Cl. The molar mass comes out at 201.9 Da. Its highest occupied orbital energy (spin up / spin down) is -0.3533 / -0.3568 hartree. The HOMO-LUMO gap (spin up / spin down) comes out at 6.996 / 7.044 eV.

=====

--- two ---
Entry from OMol25: CCl4OS as an isolated structure (ωB97M-V/def2-TZVPD).

Atoms and positions in Å:
C: -0.94 -1.02 0.17
O: 0.31 1.50 -1.42
S: 1.58 1.12 -0.84
Cl: 0.72 -1.05 0.51
Cl: -1.95 -0.40 1.42
Cl: -1.56 -2.33 -0.74
Cl: 1.84 2.19 0.90

The molar mass comes out at 201.9 Da. Its highest occupied orbital energy (spin up / spin down) is -0.3239 / -0.3210 hartree. The HOMO-LUMO gap (spin up / spin down) comes out at 7.627 / 7.742 eV.

=====

two is the most stable structure; the next one sits 0.0294 hartree above it.

=====

--- one ---
Entry from OMol25: a 2-piece molecular cluster, C8H16ClFN4O4 overall (ωB97M-V/def2-TZVPD).

Atoms and positions in Å:
C: 1.92 1.17 1.45
C: 1.43 1.93 0.14
C: 0.79 0.98 -0.99
C: 1.93 -0.02 -1.50
N: -0.38 0.29 -0.38
N: -0.29 -0.93 0.20
C: -1.58 -1.25 0.71
N: -2.02 -2.33 1.40
N: -2.54 -0.22 0.42
C: -1.72 0.73 -0.29
C: -2.37 2.08 -0.82
C: -3.45 2.51 0.30
F: -3.48 3.94 0.45
H: 1.20 0.39 1.85
H: 2.00 1.97 2.27
H: 2.95 0.70 1.32
H: 0.71 2.75 0.45
H: 2.36 2.42 -0.32
H: 0.46 1.67 -1.84
H: 2.80 0.58 -1.90
H: 1.46 -0.71 -2.28
H: 2.28 -0.65 -0.62
H: 0.55 -1.53 0.32
H: -1.73 -2.42 2.38
H: -2.58 -3.04 0.92
H: -1.58 2.91 -0.90
H: -2.87 1.88 -1.82
H: -3.16 2.10 1.33
H: -4.48 2.09 0.04
O: 1.65 -4.17 -1.75
Cl: 2.28 -4.01 -0.46
O: 1.87 -5.07 0.42
O: 1.88 -2.73 0.11
O: 3.71 -4.02 -0.62

The molar mass comes out at 286.7 Da. Its highest occupied orbital energy is -0.3302 hartree. The HOMO-LUMO gap comes out at 8.393 eV.

=====

--- two ---
Entry from OMol25: a 2-piece molecular cluster, C8H16ClFN4O4 overall (ωB97M-V/def2-TZVPD).

Atoms and positions in Å:
C: -1.41 -1.28 1.85
C: -1.22 -1.96 0.49
C: -0.94 -1.01 -0.69
C: -2.13 -0.09 -0.93
N: 0.30 -0.25 -0.42
N: 0.35 0.97 0.14
C: 1.63 1.31 0.25
N: 2.07 2.48 0.80
N: 2.40 0.35 -0.26
C: 1.56 -0.59 -0.67
C: 2.00 -1.86 -1.32
C: 3.30 -2.35 -0.68
F: 3.29 -3.74 -0.66
H: -0.70 -0.48 2.04
H: -1.27 -2.02 2.63
H: -2.42 -0.88 1.96
H: -0.42 -2.70 0.57
H: -2.14 -2.49 0.25
H: -0.77 -1.63 -1.56
H: -3.00 -0.71 -1.13
H: -1.93 0.59 -1.76
H: -2.33 0.52 -0.06
H: -0.46 1.54 0.49
H: 1.96 2.63 1.79
H: 2.39 3.21 0.21
H: 1.25 -2.63 -1.18
H: 2.15 -1.66 -2.38
H: 3.38 -2.01 0.35
H: 4.17 -2.00 -1.22
O: -1.97 3.85 -1.20
Cl: -2.23 3.78 0.22
O: -1.57 4.84 0.91
O: -1.67 2.50 0.70
O: -3.63 3.77 0.48

The molar mass comes out at 286.7 Da. Its highest occupied orbital energy is -0.3468 hartree. The HOMO-LUMO gap comes out at 9.527 eV.

=====

two is the most stable structure; the next one sits 0.0913 hartree above it.

=====

--- one ---
Entry from OMol25: an isolated ion of composition C3H7NO and charge +1 (ωB97M-V/def2-TZVPD).

Atoms and positions in Å:
C: -0.04 -0.83 0.84
N: -0.67 0.14 0.06
C: -0.04 0.58 -1.19
C: 1.22 1.38 -0.93
O: -0.69 -1.55 1.55
H: 1.04 -0.88 0.75
H: -1.68 0.01 0.00
H: -0.82 1.17 -1.70
H: -0.02 -0.30 -1.85
H: 1.27 1.78 0.07
H: 1.31 2.19 -1.65
H: 2.16 0.83 -1.02

The expectation value of S² is 0.78. The molar mass comes out at 73.1 Da. Its net charge is +1. Its highest occupied orbital energy (spin up / spin down) is -0.6341 / -0.6253 hartree. As for the spin multiplicity: 2. The HOMO-LUMO gap (spin up / spin down) comes out at 12.609 / 7.403 eV.

=====

--- two ---
Entry from OMol25: a 2-piece molecular cluster, C3H7NO overall (ωB97M-V/def2-TZVPD).

Atoms and positions in Å:
C: 4.90 0.80 -2.79
N: 4.30 -0.10 -2.15
H: 4.37 1.69 -3.14
H: 5.93 0.84 -3.18
H: 4.91 -0.76 -1.67
O: -4.88 -1.23 1.18
C: -3.73 -0.99 1.35
C: -3.21 0.16 2.21
H: -3.06 -1.83 1.08
H: -3.83 0.13 3.10
H: -2.14 0.21 2.33
H: -3.57 1.07 1.69

The expectation value of S² is 0.76. The molar mass comes out at 73.1 Da. Its net charge is +1. Its highest occupied orbital energy (spin up / spin down) is -0.4236 / -0.4236 hartree. As for the spin multiplicity: 2. The HOMO-LUMO gap (spin up / spin down) comes out at 4.847 / 1.278 eV.

=====

one is the most stable structure; the next one sits 0.0752 hartree above it.

=====

--- one ---
Entry from OMol25: C4H3NO3 as an isolated structure (ωB97M-V/def2-TZVPD).

Atoms and positions in Å:
C: 0.68 0.24 -1.54
C: -0.12 0.41 -0.32
C: -0.94 -0.44 1.68
C: 0.11 -0.68 0.58
H: 1.27 -1.06 -1.69
H: 0.06 0.57 -2.58
H: 1.70 1.07 -1.28
N: -1.04 1.24 0.15
O: -1.35 1.05 1.53
O: -1.26 -0.86 2.71
O: 0.87 -1.55 0.77

The molar mass comes out at 113.1 Da. Its highest occupied orbital energy is -0.3735 hartree. The HOMO-LUMO gap comes out at 8.521 eV.

=====

--- two ---
Entry from OMol25: an isolated molecule of C4H3NO3 (ωB97M-V/def2-TZVPD).

Atoms and positions in Å:
O: 1.94 -1.73 0.64
C: 0.82 -1.30 0.22
O: 0.42 -2.09 -0.81
N: -0.71 -1.49 -1.41
C: -1.10 -0.40 -0.74
C: -0.04 -0.12 0.19
C: 0.34 1.09 0.72
O: -0.27 2.22 0.69
H: -1.82 0.60 -0.78
H: 1.16 0.98 1.40
H: -0.75 2.22 -0.12

Its SMILES is O=C1ON=C/C1=C\O. The molar mass comes out at 113.1 Da. Its highest occupied orbital energy is -0.3480 hartree. The HOMO-LUMO gap comes out at 8.690 eV.

=====

two is the most stable structure; the next one sits 0.0583 hartree above it.

=====

--- one ---
Entry from OMol25: C12H15FeN2O3 as an isolated structure (ωB97M-V/def2-TZVPD).

Atoms and positions in Å:
O: 4.11 3.34 1.45
C: 3.19 2.68 1.21
Fe: 1.94 1.45 1.11
C: 3.24 0.23 1.12
O: 4.19 -0.41 1.31
C: 1.94 1.38 2.88
O: 2.23 1.34 4.00
C: 0.34 -0.04 0.77
C: -0.76 0.71 1.25
C: -0.75 2.07 1.31
C: 0.42 2.81 0.94
C: 1.02 2.68 -0.35
C: 0.94 1.51 -1.10
C: 1.05 0.27 -0.42
H: 0.61 -0.99 1.27
H: -1.61 0.14 1.65
H: -1.60 2.63 1.75
H: 0.62 3.75 1.48
H: 1.51 3.56 -0.77
H: 1.10 1.53 -2.19
H: 1.58 -0.55 -0.91
C: -2.37 -1.11 -2.07
N: -1.89 -1.76 -0.87
N: -1.33 -3.03 -1.21
C: -2.39 -4.02 -1.38
H: -3.01 -0.27 -1.78
H: -1.55 -0.73 -2.69
H: -2.96 -1.83 -2.65
H: -1.17 -1.21 -0.40
H: -0.71 -3.30 -0.46
H: -1.95 -4.90 -1.85
H: -2.82 -4.32 -0.41
H: -3.17 -3.60 -2.02

The expectation value of S² is 6.11. The molar mass comes out at 291.1 Da. Its net charge is +1. Its highest occupied orbital energy (spin up / spin down) is -0.3289 / -0.4226 hartree. As for the spin multiplicity: 5. The HOMO-LUMO gap (spin up / spin down) comes out at 6.001 / 4.366 eV.

=====

--- two ---
Entry from OMol25: C12H15FeN2O3 as an isolated structure (ωB97M-V/def2-TZVPD).

Atoms and positions in Å:
O: -4.38 0.02 3.22
C: -3.40 -0.06 2.60
Fe: -1.82 0.04 1.79
C: -1.93 1.81 1.85
O: -2.05 2.94 2.06
C: -1.10 0.07 3.41
O: -0.79 0.27 4.52
C: 0.16 -0.02 0.58
C: 0.58 -1.32 0.94
C: -0.29 -2.26 1.41
C: -1.69 -2.00 1.61
C: -2.52 -1.53 0.54
C: -2.02 -0.71 -0.46
C: -1.03 0.25 -0.14
H: 0.79 0.84 0.84
H: 1.67 -1.54 0.96
H: 0.08 -3.23 1.76
H: -2.20 -2.54 2.42
H: -3.56 -1.87 0.51
H: -2.57 -0.60 -1.41
H: -1.09 1.23 -0.65
C: 1.62 1.27 -3.34
N: 2.18 0.92 -2.04
C: 3.57 1.34 -1.88
N: 2.03 -0.42 -1.77
H: 1.73 2.36 -3.45
H: 2.15 0.79 -4.19
H: 0.56 1.00 -3.38
H: 3.59 2.43 -2.03
H: 3.92 1.10 -0.87
H: 4.26 0.88 -2.62
H: 2.47 -0.71 -0.91
H: 1.08 -0.75 -1.88

The expectation value of S² is 6.09. The molar mass comes out at 291.1 Da. Its net charge is +1. Its highest occupied orbital energy (spin up / spin down) is -0.3235 / -0.4332 hartree. As for the spin multiplicity: 5. The HOMO-LUMO gap (spin up / spin down) comes out at 5.881 / 5.153 eV.

=====

two is the most stable structure; the next one sits 0.0203 hartree above it.